[1]
The following is a DFT calculation (ωB97M-V/def2-TZVPD) of a cluster of 2 separate species, C3H8O2 in total.

Properties
DFT total energy: -7333.9967 eV
HOMO level: -10.14 eV
Spin multiplicity: 1
SMILES: C=O.CCO
Energy above the lowest of the compared OMol25 structures with the same formula, charge and spin: 2.054 eV
Lowest unoccupied orbital energy: 0.7 eV
Charge: 0

Each line ends with the Mulliken charge.
CARTESIAN COORDINATES (ANGSTROEM)
C: 4.09636 1.95148 -1.15566  -0.0474
O: 3.71350 2.24588 -0.06920  -0.3683
H: 3.40024 1.63693 -1.94003  0.2034
H: 5.15945 1.88710 -1.44169  0.2120
C: -1.13092 -1.05356 1.11096  -0.8789
C: -2.50755 -0.86079 0.50029  -0.2369
O: -2.44862 -0.77169 -0.93203  -0.5432
H: -1.02069 -2.14162 1.16060  0.2395
H: -0.88598 -0.43027 1.96736  0.3098
H: -0.27111 -0.83071 0.46298  0.3039
H: -3.22984 -1.65785 0.67344  0.2721
H: -2.97859 0.04396 0.87477  0.2362
H: -1.89626 -0.01886 -1.21179  0.2979

[2]
The following is a DFT calculation (ωB97M-V/def2-TZVPD) of a cluster of 2 separate species, C3H8O2 in total.

Properties
Expectation value of S²: 0.760
DFT total energy: -7324.1669 eV
HOMO level (alpha / beta): -14.60 / -14.60 eV
Spin multiplicity: 2
Energy above the lowest of the compared OMol25 structures with the same formula, charge and spin: 2.422 eV
Lowest unoccupied orbital energy (alpha / beta): -6.9 / -9.9 eV
Charge: +1

Each line ends with the Mulliken charge.
CARTESIAN COORDINATES (ANGSTROEM)
O: 0.91762 1.51849 -0.89523  -0.0409
C: -0.04180 0.84043 -1.30457  0.1697
C: -0.82502 -0.21516 -0.39152  0.0325
C: -1.18456 -1.16559 -1.55456  -1.1546
H: -0.72092 1.29390 -2.13098  0.3516
H: -0.23119 -0.76400 0.41858  0.2732
H: -1.72086 0.26042 0.10651  0.3088
H: -1.63130 -2.02975 -1.30900  0.3805
H: -1.90650 -0.64293 -2.26540  0.3196
H: -0.24091 -1.30796 -2.17724  0.3636
H: 1.10246 -1.42583 3.51360  0.3151
H: 1.81639 -0.19878 2.87885  0.3196
O: 1.06252 -0.51139 3.45386  -0.6389

[3]
The following is a DFT calculation (ωB97M-V/def2-TZVPD) of a structure of composition C3H8O2S.

Properties
DFT total energy: -18168.2354 eV
HOMO level: 0.51 eV
Spin multiplicity: 1
Energy above the lowest of the compared OMol25 structures with the same formula, charge and spin: 1.222 eV
Lowest unoccupied orbital energy: 6.2 eV
Charge: -2

Each line ends with the Mulliken charge.
CARTESIAN COORDINATES (ANGSTROEM)
C: -0.43438 -0.23940 -0.05356  -0.4825
O: -1.43488 0.33637 -0.69253  -0.7415
C: 0.48457 0.94323 0.35274  -0.2314
C: 1.87909 0.47331 0.77113  -0.9667
S: 2.76551 1.12270 2.30901  -0.8205
H: -0.76615 -0.93412 0.77681  0.1981
H: 0.15494 -0.79339 -0.73502  0.3063
H: -0.04010 1.53342 1.24240  0.1872
H: 0.57774 1.54061 -0.49269  0.2326
H: 2.56379 0.64839 -0.07377  0.2467
H: 1.91774 -0.52268 0.75958  0.3700
H: -1.99210 -0.61024 -1.41186  0.3882
H: -3.04826 -1.89589 -1.00127  0.1951
O: -2.62752 -1.60233 -1.75096  -0.8817

[4]
The following is a DFT calculation (ωB97M-V/def2-TZVPD) of a cluster of 2 separate species, C3H8O2S in total.

Properties
DFT total energy: -18169.6761 eV
HOMO level: -9.45 eV
Spin multiplicity: 1
SMILES: O=CCCS.O
Energy above the lowest of the compared OMol25 structures with the same formula, charge and spin: 1.569 eV
Lowest unoccupied orbital energy: 0.4 eV
Charge: 0

Each line ends with the Mulliken charge.
CARTESIAN COORDINATES (ANGSTROEM)
O: 3.09525 0.19336 0.87938  -0.4507
C: 2.06257 0.52987 0.38684  0.0146
C: 0.72839 -0.06299 0.67330  -0.0713
C: -0.36224 0.64050 -0.09779  -0.7393
S: -2.10273 0.42620 0.39113  -0.2360
H: 1.98380 1.43159 -0.35015  0.1902
H: 0.64703 -0.12577 1.78396  0.3079
H: 0.74583 -1.11011 0.42683  0.1557
H: 0.05859 1.70470 -0.17602  0.3364
H: -0.26059 0.31911 -1.17953  0.3619
H: -2.28241 1.44578 1.27694  0.1344
O: -0.56218 -1.81511 -2.18034  -0.6343
H: -1.55647 -1.89266 -2.10420  0.3308
H: -0.52908 -2.26211 -1.30230  0.2998

[5]
The following is a DFT calculation (ωB97M-V/def2-TZVPD) of a cluster of 2 separate species, C3H8O2S2 in total.

Properties
DFT total energy: -29005.6478 eV
HOMO level: -9.01 eV
Spin multiplicity: 1
SMILES: O=CCCSS.O
Energy above the lowest of the compared OMol25 structures with the same formula, charge and spin: 1.201 eV
Lowest unoccupied orbital energy: 0.4 eV
Charge: 0

Each line ends with the Mulliken charge.
CARTESIAN COORDINATES (ANGSTROEM)
O: 1.83630 -0.20998 2.99789  -0.4586
C: 1.81571 -0.78278 1.93726  -0.1013
C: 0.56846 -0.91038 1.09475  -0.2990
C: 0.01195 0.42874 0.64561  -0.7683
S: -1.46995 0.26157 -0.37596  -0.0147
S: -2.87359 -0.22643 1.01854  -0.2207
H: 2.74241 -1.27462 1.59582  0.3416
H: -0.16560 -1.43435 1.69779  0.2897
H: 0.78264 -1.56037 0.25552  0.3183
H: 0.74757 1.01185 0.10865  0.4077
H: -0.19132 1.06877 1.50814  0.3564
H: -3.60387 0.89228 1.00232  0.1470
O: -0.36206 1.06577 -4.24180  -0.6079
H: -0.32295 1.02715 -5.20350  0.3026
H: 0.48432 0.64278 -4.04102  0.3072

[6]
The following is a DFT calculation (ωB97M-V/def2-TZVPD) of a cluster of 2 separate species, C3H8O2S2 in total.

Properties
DFT total energy: -29005.3640 eV
HOMO level: -8.56 eV
Spin multiplicity: 1
SMILES: O=CCCSS.O
Energy above the lowest of the compared OMol25 structures with the same formula, charge and spin: 1.484 eV
Lowest unoccupied orbital energy: 0.0 eV
Charge: 0

Each line ends with the Mulliken charge.
CARTESIAN COORDINATES (ANGSTROEM)
O: 1.10443 1.42903 -1.83305  -0.4985
C: -0.06797 1.28909 -1.59457  0.0856
C: -0.51492 0.83054 -0.25521  -0.0272
C: -1.41028 -0.44215 -0.23193  -0.8916
S: -1.94526 -0.74930 1.46926  -0.0688
S: -0.15833 -1.87354 2.01122  -0.1593
H: -0.85285 1.63237 -2.32438  0.3039
H: 0.39614 0.47513 0.22716  -0.0427
H: -0.96144 1.59885 0.38768  0.3803
H: -2.25087 -0.38842 -0.95361  0.3737
H: -0.79477 -1.29713 -0.48846  0.3941
H: -0.69764 -2.38127 3.12388  0.1370
O: 2.69986 0.15245 0.49165  -0.6475
H: 2.32252 0.42441 -0.36219  0.3508
H: 3.13137 -0.70005 0.33256  0.3102

[7]
The following is a DFT calculation (ωB97M-V/def2-TZVPD) of a cluster of 2 separate species, C3H8O2Si in total.

Properties
DFT total energy: -15210.7238 eV
HOMO level (alpha / beta): -9.09 / -6.86 eV
Spin multiplicity: 1
Energy above the lowest of the compared OMol25 structures with the same formula, charge and spin: 4.537 eV
Lowest unoccupied orbital energy (alpha / beta): 0.0 / -0.4 eV
Charge: 0

Each line ends with the Mulliken charge.
CARTESIAN COORDINATES (ANGSTROEM)
C: -1.48623 -1.43635 1.61153  -0.7567
C: -1.15318 -2.01811 0.52721  -0.2443
C: 0.77198 0.13171 -1.57519  -0.9075
O: 1.21327 2.97643 -0.60590  -0.4158
O: -0.11182 1.24205 0.90140  -0.3586
Si: 0.22244 1.70483 -0.60178  0.1360
H: -0.93559 -1.64101 2.56735  0.2863
H: -2.26265 -0.65916 1.67944  0.3746
H: -0.53363 -2.80667 0.02889  0.3489
H: -0.04958 -0.20334 -2.13907  0.3251
H: 1.69509 0.18741 -2.20785  0.3308
H: 0.89861 -0.80751 -0.85924  0.1755
H: 2.16714 2.96859 -0.49849  0.3054
H: -0.43586 0.36113 1.17170  0.4003

[8]
The following is a DFT calculation (ωB97M-V/def2-TZVPD) of a structure of composition C3H8O3.

Properties
DFT total energy: -9377.7913 eV
HOMO level: -6.93 eV
Spin multiplicity: 1
Energy above the lowest of the compared OMol25 structures with the same formula, charge and spin: 6.011 eV
Lowest unoccupied orbital energy: 0.6 eV
Charge: 0

Each line ends with the Mulliken charge.
CARTESIAN COORDINATES (ANGSTROEM)
O: 0.95658 0.87354 0.27681  -0.3421
C: 1.62103 -0.20029 -0.67845  -0.8549
C: -0.33762 0.38154 -0.49612  0.0949
O: -1.27527 1.29671 0.06766  -0.5791
C: -0.84930 -0.96361 0.02872  -0.4729
O: -0.63425 -0.95883 1.43446  -0.5790
H: 0.82255 0.44936 1.15690  0.4731
H: 2.32087 0.41434 -1.23838  0.1758
H: 2.13335 -0.87725 0.00132  0.2549
H: -0.31255 0.51660 -1.58292  0.5014
H: -0.96738 2.18389 -0.15633  0.3284
H: -1.92472 -1.02686 -0.19546  0.2749
H: -0.32824 -1.81977 -0.39079  0.3734
H: -1.22504 -0.26937 1.77257  0.3512

[9]
The following is a DFT calculation (ωB97M-V/def2-TZVPD) of a cluster of 2 separate species, C3H8O3PS in total.

Properties
DFT total energy: -29507.1496 eV
HOMO level (alpha / beta): -3.81 / -3.39 eV
Spin multiplicity: 1
Energy above the lowest of the compared OMol25 structures with the same formula, charge and spin: 4.042 eV
Lowest unoccupied orbital energy (alpha / beta): 1.7 / 3.2 eV
Charge: -1

Each line ends with the Mulliken charge.
CARTESIAN COORDINATES (ANGSTROEM)
C: 0.57561 -1.22346 -0.31578  -1.3123
C: -0.85499 0.69471 0.48543  -1.1928
C: 0.38497 -0.06449 0.63280  0.8738
O: 3.18593 0.53690 0.03611  -0.5635
O: 0.72599 -0.39990 1.92629  -0.5471
O: 1.45866 1.45640 -1.40884  -0.3203
P: 1.88584 1.27990 0.11910  0.3649
S: -1.03127 2.47272 -2.91297  -0.7850
H: 0.93462 -0.79832 -1.21276  0.4011
H: -0.37851 -1.73045 -0.55867  0.3245
H: 1.34334 -1.86680 0.31379  0.2924
H: -0.96343 1.45321 1.22446  0.3511
H: -1.81380 0.14853 0.51904  0.3340
H: -0.85172 1.17324 -0.56583  0.2054
H: 0.63055 0.45192 2.35650  0.3844
H: 0.78855 1.97558 -1.86225  0.1894

Repeat the third record exactly.
The following is a DFT calculation (ωB97M-V/def2-TZVPD) of a structure of composition C3H8O2S.

Properties
DFT total energy: -18168.2354 eV
HOMO level: 0.51 eV
Spin multiplicity: 1
Energy above the lowest of the compared OMol25 structures with the same formula, charge and spin: 1.222 eV
Lowest unoccupied orbital energy: 6.2 eV
Charge: -2

Each line ends with the Mulliken charge.
CARTESIAN COORDINATES (ANGSTROEM)
C: -0.43438 -0.23940 -0.05356  -0.4825
O: -1.43488 0.33637 -0.69253  -0.7415
C: 0.48457 0.94323 0.35274  -0.2314
C: 1.87909 0.47331 0.77113  -0.9667
S: 2.76551 1.12270 2.30901  -0.8205
H: -0.76615 -0.93412 0.77681  0.1981
H: 0.15494 -0.79339 -0.73502  0.3063
H: -0.04010 1.53342 1.24240  0.1872
H: 0.57774 1.54061 -0.49269  0.2326
H: 2.56379 0.64839 -0.07377  0.2467
H: 1.91774 -0.52268 0.75958  0.3700
H: -1.99210 -0.61024 -1.41186  0.3882
H: -3.04826 -1.89589 -1.00127  0.1951
O: -2.62752 -1.60233 -1.75096  -0.8817